Record 1
A cluster of 2 separate species, C3HO3S in total in a non-equilibrium geometry, computed with ωB97M-V/def2-TZVPD.

The geometry in XYZ format:
```
8
Properties=species:S:1:pos:R:3:forces:R:3
C 1.081831 1.618527 0.046344 0.9 1.7 0.0
C -4.040737 0.439259 -0.132090 0.0 0.1 -0.1
C 0.565422 0.480338 0.354427 -0.8 -0.7 -0.2
O -3.924111 1.020928 -1.115301 0.2 0.6 -1.2
O 1.475686 2.733295 -0.097511 -0.1 -1.0 -0.1
O -4.310733 -0.137740 0.823660 -0.2 -0.7 1.2
S -1.139091 0.738177 0.832576 -0.4 -0.2 0.4
H 0.931859 -0.517168 0.184665 0.5 0.1 0.0
```
Forces are in eV/Å.

Values from the calculation:
calculated total energy: -20105.701 eV
molar mass: 117.11 g mol⁻¹
energy relative to the best compared isomer or geometry (same formula, charge and spin): 45.2 kJ/mol
total charge: -1
LUMO level: 3.52 eV
HOMO-LUMO gap: 5.77 eV
highest occupied orbital energy: -2.253 eV

---

Record 2
A structure of composition C35H40BNO4S in a non-equilibrium geometry, computed with ωB97M-V/def2-TZVPD.

The geometry in XYZ format:
```
82
Properties=species:S:1:pos:R:3:forces:R:3
C -6.506707 3.770923 3.777320 0.7 -0.4 -0.5
O -5.879111 2.965207 2.749800 -0.6 0.6 0.1
C -4.526386 3.046350 2.572036 0.7 -0.1 0.5
C -3.996166 2.718975 1.309224 -0.4 0.6 0.6
C -2.621472 2.640916 1.147028 0.0 -0.7 0.1
C -1.777924 2.630132 2.272006 0.8 0.7 0.7
B 2.556089 -1.504740 4.434519 -0.1 0.6 -1.7
C -0.366645 1.975849 2.348157 0.8 4.9 -2.7
C 0.678324 2.638938 3.163933 0.1 0.1 1.7
C 1.915887 2.850288 2.601854 0.3 -0.1 -1.7
C 1.991724 2.611653 1.213287 1.0 0.6 2.3
C 3.236689 2.653921 0.409685 -0.1 -0.1 -0.1
S 0.460480 2.391160 0.538190 -2.0 -0.3 0.1
O 2.862331 -2.122619 5.598187 -0.3 0.1 -0.5
C 4.295742 -2.473139 5.495809 -0.3 -0.3 0.0
C 4.923503 -2.165739 6.848751 0.4 0.4 0.3
C 4.323142 -3.996475 5.336342 -0.2 -0.2 -0.1
C 4.792418 -1.616219 4.239772 0.0 0.4 0.2
C 5.623003 -0.421629 4.668487 0.4 0.2 -0.1
C 5.439748 -2.380627 3.099767 0.2 -0.4 0.0
O 3.558459 -1.058663 3.655615 0.4 -0.7 0.7
C -2.281354 3.219376 3.437911 0.0 -0.5 -0.1
C -3.648531 3.388763 3.613855 -0.6 0.1 -0.5
H -7.575917 3.699963 3.572422 0.2 0.0 0.1
H -6.274699 3.378805 4.778932 -0.1 0.1 -0.2
H -6.171476 4.817341 3.717608 -0.1 -0.3 0.0
H -4.687957 2.531119 0.487855 0.2 0.2 0.1
H -2.231052 2.556880 0.130459 0.1 -0.5 0.4
H 0.463139 2.811127 4.211469 0.1 0.1 0.1
H 2.803093 3.201218 3.139359 -0.4 -0.2 0.0
H 3.781515 3.591182 0.574941 0.1 -0.1 -0.1
H 3.890858 1.819138 0.693874 0.2 0.1 -0.3
H 2.977672 2.571933 -0.649473 0.3 0.0 0.0
H 5.774585 -2.835598 7.034256 -0.2 0.2 -0.1
H 5.294323 -1.141101 6.951119 -0.3 -0.2 0.0
H 4.182177 -2.326627 7.641893 0.1 -0.1 -0.3
H 5.355495 -4.368571 5.232426 -0.4 0.2 -0.1
H 3.902202 -4.427789 6.261779 0.1 0.1 -0.4
H 3.707670 -4.345678 4.488523 0.3 0.2 0.3
H 6.447033 -0.716671 5.329347 -0.2 0.1 -0.2
H 6.075538 0.052137 3.792165 -0.2 0.0 0.0
H 4.992962 0.322562 5.172395 0.2 -0.2 0.0
H 6.523820 -2.458417 3.238843 -0.1 -0.1 0.0
H 5.028474 -3.393391 2.996941 0.1 0.3 -0.1
H 5.248808 -1.832472 2.168044 0.1 -0.1 0.3
H -1.609196 3.500265 4.247130 -0.1 -0.3 -0.1
H -4.042851 3.733353 4.567445 0.1 0.0 -0.2
C -6.623351 0.015817 3.183309 0.4 -0.2 -0.5
O -5.664059 -0.042492 2.105913 -0.7 -1.0 0.6
C -4.407706 -0.487666 2.374172 0.2 0.3 0.0
C -3.795509 -0.262516 3.633966 -0.3 0.3 -0.6
C -2.458241 0.072108 3.581720 -0.2 -0.4 -0.2
C -1.729497 -0.055157 2.401613 0.7 -0.7 0.1
C -0.323435 0.549286 2.413066 -0.2 -4.4 -0.6
C 0.448379 -0.296969 3.475573 0.2 0.6 1.0
C 1.056337 -1.568720 2.996654 -1.4 -0.3 1.9
C 1.316993 -1.936842 1.645277 0.6 -0.6 -0.5
C 1.023954 -3.224413 1.232180 0.5 0.7 -0.1
C 0.426614 -4.164073 2.096841 -0.3 -0.3 1.0
C 0.143983 -3.846174 3.431387 0.6 -1.0 -0.5
C 0.548728 -2.602182 3.890571 -1.7 1.9 0.4
N 0.041356 -1.938634 5.018964 0.3 -1.0 -0.7
C -0.831192 -2.609194 5.959921 0.0 -0.1 0.3
C 0.055176 -0.578231 4.799792 0.6 -0.1 -1.0
C -2.279850 -0.701860 1.289882 0.1 0.1 0.3
C -3.649298 -0.926226 1.260992 -0.5 0.5 0.7
H -7.358525 0.741791 2.842230 0.0 -0.1 0.2
H -7.079487 -0.976058 3.295772 0.0 0.2 0.1
H -6.172874 0.334945 4.136808 -0.2 0.0 -0.5
H -4.348449 -0.173688 4.575960 0.2 0.2 -0.6
H -1.986255 0.496919 4.468187 -0.2 -0.2 -0.3
H 0.156086 0.268855 1.461671 -0.2 -0.4 0.6
H 1.770830 -1.197437 0.980592 -0.3 -0.3 0.1
H 1.235923 -3.526824 0.202468 -0.1 0.2 0.3
H 0.168152 -5.154077 1.720011 0.0 0.3 0.1
H -0.379633 -4.524776 4.112842 0.3 0.1 -0.4
H -0.413911 -3.581441 6.238544 0.0 0.2 0.0
H -0.941937 -2.007934 6.865672 0.1 -0.1 -0.1
H -1.825460 -2.778289 5.523684 0.2 0.1 0.0
H -0.248907 0.093999 5.594392 -0.2 -0.1 -0.3
H -1.661381 -0.956152 0.422397 -0.2 0.2 0.3
H -4.165460 -1.280719 0.368338 0.1 0.2 0.2
```
Forces are in eV/Å.

Values from the calculation:
calculated total energy: -58128.550 eV
molar mass: 581.59 g mol⁻¹
energy relative to the best compared isomer or geometry (same formula, charge and spin): 862.3 kJ/mol
LUMO level: -0.83 eV
HOMO-LUMO gap: 2.99 eV
highest occupied orbital energy: -3.825 eV